(w)
6
Properties=species:S:1:pos:R:3 method="wB97M-V/def2-TZVPD" e_lumo_ev=1.212 spin_multiplicity=1 total_charge=0 e_homo_ev=-9.450 orbital_gap_ha=0.39181
N -1.226 0.244 -0.001
N -0.311 -0.625 0.143
N 0.942 -0.062 0.063
H -2.148 -0.011 0.287
H 1.040 0.927 -0.088
H 1.703 -0.473 -0.405

(x)
6
Properties=species:S:1:pos:R:3 method="wB97M-V/def2-TZVPD" e_lumo_ev=0.670 spin_multiplicity=1 total_charge=0 e_homo_ev=-9.518 orbital_gap_ha=0.37442
N -1.139 -0.144 -0.071
N -0.133 0.513 -0.331
N 0.968 0.162 0.268
H -2.066 0.452 -0.281
H 0.549 -1.263 0.588
H 1.821 0.279 -0.174

Relative energies, unit kcal/mol: (w) 0.0; (x) 46.5

(w)
14
Properties=species:S:1:pos:R:3 method="wB97M-V/def2-TZVPD" e_lumo_ev="2.352 / 2.352" spin_multiplicity=1 total_charge=-1 e_homo_ev="-1.200 / -1.201" orbital_gap_ha="0.13054 / 0.13056"
O 0.527 -0.314 -0.898
C 0.816 0.829 -0.440
O 0.118 1.847 -0.643
Tl -0.036 -2.094 0.139
C -2.051 0.182 0.692
O -2.086 -0.874 0.171
O -2.355 1.049 1.409
O 2.257 1.169 -0.458
C 3.310 0.286 -0.871
H 2.984 -0.215 -1.809
C 3.593 -0.735 0.218
H 4.239 -1.538 -0.181
H 4.130 -0.289 1.071
H 2.694 -1.220 0.672

(x)
14
Properties=species:S:1:pos:R:3 method="wB97M-V/def2-TZVPD" e_lumo_ev=2.752 spin_multiplicity=1 total_charge=-1 e_homo_ev=-4.184 orbital_gap_ha=0.25487
O 0.433 -0.918 1.640
C 0.428 0.348 1.569
O 0.018 1.082 2.490
Tl 1.493 -1.971 0.063
C 1.892 0.863 0.776
O 2.291 0.092 -0.121
O 2.344 1.955 1.113
O -1.196 1.524 -0.431
C -1.725 0.417 -0.671
H -2.231 -0.077 0.193
C -1.027 -0.623 -1.495
H -1.100 -1.561 -0.918
H -1.610 -0.797 -2.413
H -0.009 -0.333 -1.794

Relative energies, unit kcal/mol: (w) 63.7; (x) 0.0